The following is a quantum chemistry calculation of a structure of composition C16H36NO11P2S2, from the Open Molecules 2025 dataset.

Cartesian coordinates (Å):
O: -7.67283 2.96268 1.66982
S: -6.24461 3.13694 1.76514
O: -5.67837 3.48642 3.04768
N: -5.77768 4.20397 0.65200
S: -4.53137 3.93929 -0.22610
O: -4.32476 5.05393 -1.11842
O: -4.37548 2.59631 -0.75444
P: -2.64282 3.89907 0.88512
P: -2.55607 1.75771 1.42139
O: -3.78085 0.94610 1.47144
O: -1.48539 1.19112 0.36330
O: -1.74535 1.68025 2.80153
H: -5.64843 1.99087 1.38299
H: -2.95042 4.40941 2.16599
H: -1.80897 1.32484 -0.55100
H: -1.11674 2.39792 2.93399
C: -1.51940 -4.07563 2.46818
C: -2.48360 -3.29170 1.58059
C: -2.09096 -1.85150 1.88621
O: -0.68459 -1.88839 2.18112
C: -0.25538 -3.23021 2.35539
H: -1.36437 -5.10704 2.15068
H: -1.87974 -4.08465 3.49931
H: -2.29754 -3.52225 0.52869
H: -3.53391 -3.48771 1.79255
H: -2.62869 -1.46184 2.75411
H: -2.26186 -1.17423 1.05309
H: 0.34274 -3.53848 1.48750
H: 0.37896 -3.28614 3.24322
C: 2.39068 -0.48635 -1.03922
C: 1.87705 -0.43139 0.39789
C: 2.20664 1.00462 0.78049
O: 2.10862 1.77419 -0.41853
C: 2.02164 0.90306 -1.54603
H: 1.93941 -1.28096 -1.63413
H: 3.47265 -0.61887 -1.04189
H: 0.79803 -0.58794 0.43423
H: 2.34889 -1.15786 1.05963
H: 3.22787 1.09718 1.17275
H: 1.51110 1.40809 1.51797
H: 0.99856 0.92702 -1.93858
H: 2.69681 1.27209 -2.32150
C: -2.27322 0.00675 -4.34593
C: -3.68344 -0.00302 -3.75431
C: -3.39947 0.16277 -2.27038
O: -2.19222 0.94293 -2.18189
C: -1.57738 1.03778 -3.46147
H: -2.23976 0.27296 -5.40221
H: -1.80639 -0.97376 -4.22419
H: -4.25289 0.85223 -4.12371
H: -4.24524 -0.91041 -3.97316
H: -3.20924 -0.80210 -1.78619
H: -4.18220 0.67800 -1.72198
H: -1.71791 2.05074 -3.85462
H: -0.50560 0.85602 -3.35405
C: 7.76576 -1.66753 0.49936
C: 7.52110 -0.17064 0.68639
C: 6.32830 0.06159 -0.23300
O: 5.58050 -1.15478 -0.22377
C: 6.34020 -2.19531 0.38627
H: 8.31866 -2.12733 1.31766
H: 8.31334 -1.84773 -0.42825
H: 7.24829 0.03973 1.72249
H: 8.37713 0.45037 0.42569
H: 6.65321 0.27491 -1.25722
H: 5.67824 0.87315 0.09666
H: 5.92181 -2.41362 1.37502
H: 6.25890 -3.09363 -0.22734

Summary:
Net charge: -1
LUMO level, eV: 2.2
Frontier orbital gap, Ha: 0.2899

natural (NBO) population analysis, charges in e, atoms 1 to 6: -0.9724, 2.1356, -0.9812, -1.2149, 2.1404, -0.9620